32
Properties=species:S:1:pos:R:3:forces:R:3 method="wB97M-V/def2-TZVPD" relative_energy_kj_mol=424.4 total_charge=-1 gap_ev=3.944 homo_ev=-3.96 total_energy_ev=-33883.71716
C -1.113 0.900 -2.641 0.3 -0.1 -0.2
H -5.004 1.757 0.696 0.1 -0.1 0.1
O 5.201 0.551 0.204 -1.1 -1.7 -0.7
C 1.113 -1.900 0.157 0.5 -2.2 -0.6
H -1.766 -0.619 -0.566 -0.7 0.0 -0.3
H -0.914 -0.175 -2.632 0.0 0.1 0.0
C -1.835 1.366 -1.395 -0.4 0.3 1.2
H -1.717 1.135 -3.524 0.0 0.0 0.2
C 2.565 0.364 0.870 0.6 -0.7 -0.7
C -2.209 0.369 -0.438 0.0 0.1 -0.2
H -0.618 -1.016 1.068 0.2 0.3 0.2
O -0.629 1.105 2.371 2.5 -0.3 -1.0
H -0.174 1.452 -2.735 0.0 0.0 0.0
O -2.069 2.585 -1.266 0.2 -0.2 -0.7
O 1.926 -3.923 -0.390 -0.9 0.5 -0.2
O 1.229 2.257 2.324 -0.5 -1.5 -0.6
O 5.127 -1.209 -1.102 -1.4 1.0 1.5
C -3.312 0.451 0.507 0.8 -0.9 -0.3
O -0.278 -3.863 0.191 1.1 0.4 -0.4
N 0.755 -3.252 -0.014 0.1 1.5 0.6
C 1.196 0.227 1.211 -0.7 -1.6 -0.6
O -3.750 -0.592 1.029 0.1 0.5 0.1
C 3.221 -0.625 0.134 -1.2 0.3 0.1
N 2.984 -3.049 -0.524 -1.0 1.7 0.4
H 3.108 1.248 1.199 -0.2 -0.2 -0.2
N 0.560 1.251 2.013 -1.7 1.8 1.5
C -3.920 1.791 0.838 -0.1 0.2 -0.2
C 2.476 -1.832 -0.196 1.9 -1.5 0.2
N 4.601 -0.437 -0.281 1.9 0.9 -0.3
H -3.483 2.552 0.190 -0.1 0.0 0.2
C 0.433 -0.891 0.817 -0.4 1.5 0.9
H -3.703 2.023 1.884 0.0 0.0 -0.1


135
Properties=species:S:1:pos:R:3:forces:R:3 method="wB97M-V/def2-TZVPD" total_charge=0 smiles="CCOS(C)(=O)=O.CCOS(C)(=O)=O.CCOS(C)(=O)=O.CCOS(C)(=O)=O.CCOS(C)(=O)=O.CCOS(C)(=O)=O.CCOC(=O)OC.CCOC(=O)OC.CCOC(=O)OC" gap_ev=10.415 homo_ev=-10.31 total_energy_ev=-152564.79969
C 5.602 -1.765 0.556 -1.4 0.8 0.3
H -1.695 -3.912 -2.714 -0.4 -0.2 -0.1
S -4.309 -1.958 -4.650 -3.8 2.4 -1.0
H -0.624 -3.036 3.036 0.5 -0.2 0.1
H -5.031 2.137 6.524 0.1 0.0 -0.4
C 0.490 3.591 5.283 -1.3 0.5 0.3
H 1.255 6.647 2.492 0.4 -1.2 1.1
C -2.612 -8.648 -4.419 0.2 0.0 0.8
O -0.753 -5.474 1.193 0.6 0.4 0.1
H 1.649 6.690 0.929 0.7 0.1 -0.5
H 0.052 -6.029 3.439 -0.1 0.2 -0.3
H 5.423 3.468 -0.210 -0.2 0.6 0.2
H 7.438 -0.637 -1.070 -1.0 0.4 0.0
C -1.163 -5.984 -2.700 0.5 0.0 1.0
H -2.340 2.260 4.995 0.2 -0.2 0.5
H 0.337 6.609 -1.935 0.4 0.2 0.5
O -3.905 -3.239 -4.218 1.0 -0.6 0.1
O -2.706 1.871 2.249 0.1 -0.2 0.8
H 1.271 2.854 5.470 0.0 0.1 -0.4
H -1.540 -8.823 -4.505 0.0 -0.4 0.6
H -3.995 -1.528 2.234 1.3 -0.1 -0.2
H -3.705 1.126 7.069 0.3 0.2 0.0
O 0.045 0.416 -1.964 -2.0 -0.9 0.6
H -3.206 -0.312 -2.652 0.1 -0.1 -0.2
H 0.224 -1.392 -0.874 -0.5 0.0 -0.1
C 8.972 -0.505 0.254 -0.3 0.2 0.1
H 7.209 0.598 0.258 -1.1 -0.4 0.2
C -0.064 3.591 3.855 1.9 -1.1 0.4
O -1.148 4.453 3.745 -1.3 1.4 -0.1
H -5.545 1.211 -3.803 -0.2 0.5 0.2
O -4.490 -7.819 -2.660 3.8 -0.5 0.0
C 4.676 2.776 0.178 0.1 0.7 -0.4
C 2.115 6.398 1.871 0.2 1.0 -1.8
C 7.481 -0.425 -0.002 1.6 -0.6 -1.0
C 0.856 4.562 -2.363 0.8 0.7 2.3
H 2.375 -0.385 -2.754 -0.5 -0.5 -1.0
H 9.435 0.376 -0.189 0.1 0.0 0.0
S 1.351 3.607 -4.840 0.1 0.6 -0.9
H 2.377 -2.022 -2.011 -0.1 0.1 0.0
O -3.481 0.630 4.451 1.1 -0.3 -2.5
H -0.453 2.092 -4.266 0.1 0.0 -0.1
C -0.031 1.568 0.365 -1.2 -1.0 0.3
C 4.143 1.984 -0.989 -0.9 -0.7 0.7
O 2.399 2.837 -4.156 -1.7 1.4 -0.8
C 1.946 -1.021 -1.980 1.1 1.0 0.0
C 0.975 -5.463 3.565 0.2 -0.5 1.2
C -4.498 1.228 -3.503 0.0 -0.8 -0.5
C -4.265 -0.093 -2.786 1.0 1.5 1.2
H -3.925 1.233 -4.430 0.1 0.3 0.1
H 9.125 -0.461 1.332 0.5 -0.4 -0.1
H 0.078 0.798 1.129 0.6 -0.4 -0.3
H -3.993 -0.257 0.909 0.8 0.0 0.2
H -2.792 -7.978 -5.260 -0.8 0.2 0.5
H 0.840 -4.736 4.365 -0.2 0.5 -0.3
H -4.649 -0.012 -1.769 -0.1 -0.1 0.0
H -0.036 -4.167 -2.765 0.4 -0.4 -0.4
H -0.438 2.592 3.631 0.4 -0.1 -0.4
O -4.947 -1.170 -3.345 0.0 -1.9 -1.6
O -2.491 -6.360 -3.121 -0.3 -2.1 1.1
H 2.134 -7.203 3.273 0.1 -0.1 0.0
H 3.039 -6.045 4.228 -0.1 0.6 -0.4
H 0.739 3.615 -1.837 -0.9 -0.6 -0.9
S -1.148 0.925 -0.923 1.5 2.3 -0.1
H 1.781 -6.909 4.961 -0.5 0.0 0.0
C -1.651 4.786 2.534 0.4 -0.5 -0.7
C 2.036 -6.417 4.022 0.6 -1.3 0.1
C -0.377 -2.883 1.986 -0.3 -1.0 0.1
H 0.258 1.677 -5.881 0.2 0.1 0.2
H -3.909 2.616 4.401 -0.2 0.2 0.0
O -1.726 2.136 -1.507 0.4 -2.2 0.1
O -1.987 -0.159 -0.453 0.7 0.5 -0.6
H -3.447 2.893 6.786 -0.3 0.0 0.8
S -2.706 0.590 2.901 -0.7 -3.0 0.8
H 0.797 4.590 5.591 0.4 0.0 -0.2
H -1.068 -4.548 -4.240 0.3 0.4 0.0
C 3.248 4.630 0.700 0.7 1.7 1.3
H -0.577 2.330 0.922 0.2 0.5 -0.6
O 1.429 -4.867 2.360 -1.2 0.8 -2.4
H -5.773 -2.657 -6.473 0.2 0.4 -0.1
O 6.899 -1.522 0.720 -0.1 0.2 0.5
H -4.987 -0.283 2.320 0.1 1.1 0.4
H -6.376 -1.105 -5.643 0.3 -0.2 -0.1
H -3.352 4.868 4.647 -0.2 0.0 0.1
S -3.006 -7.927 -2.757 -1.7 1.9 -1.5
H 3.491 2.458 -1.723 0.8 0.8 -0.2
H -1.017 -5.973 -1.620 -0.6 -0.4 0.2
H 5.036 1.508 -1.394 -0.4 -0.2 -0.5
H 0.340 -2.071 1.864 0.1 -0.3 -0.1
H -1.348 -2.599 1.580 0.2 -0.2 -0.7
C -3.483 5.755 4.027 1.2 -1.1 0.3
C 0.447 -1.011 -1.870 0.8 0.5 0.6
O 5.182 -2.612 1.516 0.6 -0.3 0.1
O 3.691 3.445 1.005 0.3 -1.9 -0.1
H -0.340 3.375 5.956 0.0 -0.3 0.2
H -3.199 -9.565 -4.480 0.2 0.0 -0.1
H 3.152 -2.059 1.563 0.4 0.5 0.0
H -0.841 3.057 -5.741 0.1 0.1 0.2
O -2.844 5.482 2.748 1.1 -0.3 -1.7
H -0.985 5.561 -1.919 -0.3 -0.3 0.7
S 0.261 -4.459 1.211 0.0 2.0 0.9
H 3.490 -3.437 2.515 1.1 -0.1 0.1
O -1.446 -0.156 3.109 -2.3 1.6 -0.4
O -1.109 4.491 1.446 -2.5 1.5 3.6
O -3.563 -1.018 -5.439 1.1 -0.5 0.7
O 0.546 4.641 -3.750 1.1 -1.4 -1.5
O -2.177 -8.509 -1.720 -1.0 0.6 -1.1
H -3.012 6.574 4.571 0.1 0.2 -0.4
H -4.547 5.946 3.889 0.3 0.0 -0.5
H 5.219 2.141 0.878 -0.3 -0.2 0.0
C -3.969 -0.468 1.978 -0.6 0.2 1.0
C -0.084 2.472 -5.219 0.9 0.9 0.1
C -3.376 1.925 5.054 -0.5 0.3 -0.8
C 3.800 -2.934 1.599 -1.5 0.4 -0.6
H 1.908 4.733 -2.133 0.3 0.4 -0.7
H -6.458 -2.741 -4.867 -0.5 0.2 -0.1
H 2.980 7.021 2.096 -0.3 0.3 0.0
O 3.538 5.328 -0.216 0.0 0.3 -1.7
O 0.895 -4.030 -0.023 0.0 -1.0 1.5
O 4.878 -1.222 -0.248 0.4 -0.4 0.2
H 3.406 -3.537 0.780 0.6 -0.2 -0.2
C -0.962 -4.588 -3.156 -0.2 1.0 -0.2
H 0.185 5.454 -0.498 -0.3 0.2 -0.2
C -3.954 1.988 6.451 0.5 0.1 -0.2
H 0.881 1.864 -0.154 -0.2 0.1 0.4
C -5.917 -2.090 -5.553 1.0 -1.0 1.5
H -0.020 -1.653 -2.617 -0.3 0.5 -0.1
O 1.703 4.400 -6.053 -1.1 -1.8 3.2
H 2.429 -0.455 -1.184 -0.4 -0.6 0.9
C 0.044 5.627 -1.564 0.2 -0.6 -2.2
H 3.454 1.218 -0.634 0.4 -0.4 0.3
H -0.372 -6.644 -3.056 -0.3 -0.3 -0.5
H 9.352 -1.383 -0.268 0.3 -0.1 0.6
H 0.776 3.891 3.228 -0.3 -0.2 -0.6
O 2.593 5.069 1.779 -1.7 -0.9 1.6
H -4.232 2.066 -2.859 -0.1 0.0 -0.2


65
Properties=species:S:1:pos:R:3:forces:R:3 method="wB97M-V/def2-TZVPD" relative_energy_kj_mol=8.2 total_charge=0 smiles="Cc1ccc([C@H](C(=O)NC2CCCC2)N(C(=O)Cc2cccs2)c2ccc3c(c2)OCCO3)cc1" gap_ev=8.928 homo_ev=-8.35 total_energy_ev=-51529.29913
C -1.100 -1.844 1.837 0.4 -0.2 0.3
O 1.773 2.963 1.350 -0.2 -0.2 0.1
C 4.145 2.732 0.990 -0.2 0.5 0.3
N -0.912 -0.966 0.817 -0.2 0.3 -0.3
H -3.593 -3.810 -5.185 0.0 0.0 -0.1
C 2.750 1.021 0.282 -0.1 -0.1 0.0
H -0.340 1.530 1.550 -0.1 0.1 0.1
C -2.974 -3.398 -3.176 0.1 0.0 0.0
H -2.025 0.964 -4.049 -0.1 0.0 0.0
H -2.942 -0.593 0.685 0.2 0.1 -0.2
H 0.820 3.268 -2.001 0.1 0.0 0.1
C 0.469 1.016 1.058 0.3 0.0 -0.1
C -1.926 -3.656 -2.305 -0.1 0.0 -0.1
H 2.783 3.942 -0.158 0.0 0.0 0.1
C -2.078 -0.623 0.006 -0.4 0.0 0.2
C -0.886 1.982 -2.488 -0.2 0.2 0.1
H 0.315 0.404 -4.485 0.0 -0.1 0.0
H 0.380 1.846 5.169 0.0 0.2 0.1
O -2.176 -2.357 2.055 -0.2 -0.2 0.1
H 0.917 -2.580 2.049 -0.1 0.0 0.0
N -1.136 0.796 -1.702 0.0 0.1 -0.2
C 0.317 -0.286 0.601 0.6 0.1 0.0
C 1.365 -0.913 -0.064 -0.1 0.1 0.1
C -2.365 -1.628 -1.088 0.0 -0.2 0.0
C 0.026 1.440 -4.669 0.0 0.2 -0.1
C 2.575 -0.264 -0.213 0.1 0.3 0.1
C -0.053 -0.004 4.059 0.0 -0.3 -0.1
H 1.175 1.542 -2.006 0.0 0.0 0.0
H -1.338 -4.554 -2.430 0.1 -0.1 0.0
C 2.921 3.640 0.889 0.5 0.0 -0.2
C -3.722 -2.241 -2.982 0.0 0.0 0.1
H 5.048 3.241 0.651 -0.1 0.0 0.1
H -1.480 2.770 -2.021 0.1 -0.1 -0.1
C -1.286 1.759 -3.957 0.0 -0.1 0.0
C 0.135 -2.156 2.681 -0.3 -0.3 0.1
S 2.355 -0.612 3.437 -0.7 0.2 0.2
H -4.017 -0.477 -1.812 -0.1 0.1 0.0
C -1.623 -2.782 -1.275 -0.1 0.2 0.1
H -4.168 -4.966 -3.988 0.0 -0.1 -0.1
C 0.618 2.330 -2.515 0.0 0.1 -0.1
H -0.812 -3.019 -0.602 0.1 0.0 0.1
H -0.721 -0.066 -2.022 -0.1 0.0 0.1
H -0.172 -2.916 3.406 0.0 0.1 -0.2
H 1.243 -1.914 -0.448 -0.1 -0.1 0.0
H -0.035 1.594 -5.745 0.0 -0.1 -0.1
C -1.922 0.779 -0.610 0.2 -0.5 -0.2
H 0.871 3.398 -4.381 0.0 0.1 -0.1
C -3.425 -1.370 -1.954 0.0 -0.1 0.1
H 2.915 1.417 4.659 0.1 0.2 0.1
C 0.653 -0.951 3.387 0.6 0.1 0.3
C 2.079 0.817 4.356 0.3 -0.3 -0.2
C 0.763 1.011 4.611 0.1 0.1 0.0
H -2.481 -5.008 -4.503 0.0 -0.1 -0.1
H 2.050 2.101 -4.154 0.1 0.1 0.0
H -4.549 -2.025 -3.644 -0.1 0.0 -0.1
H 3.409 -0.741 -0.701 0.1 -0.1 -0.1
C 1.012 2.388 -3.993 0.1 -0.1 0.0
O 3.981 1.607 0.155 -0.2 -0.3 -0.2
H 4.271 2.408 2.032 0.0 0.0 -0.1
O -2.475 1.757 -0.158 -0.3 0.4 0.4
H 3.029 4.527 1.515 0.0 -0.1 -0.1
H -1.714 2.675 -4.364 0.0 0.1 0.0
H -1.124 -0.027 4.150 -0.2 0.0 0.0
C -3.318 -4.350 -4.281 -0.1 0.0 0.0
C 1.675 1.679 0.894 0.0 -0.1 -0.2